Computed, not measured: a cluster of 2 separate species, C3H5NO2 in total in a non-equilibrium geometry, with wB97M-V/def2-TZVPD.

- Energy: -8775.4393 eV
- SMILES string: N#CCC=O.O
- Energy relative to the best compared isomer or geometry (same formula, charge and spin): 217.61 kJ/mol
- Molecular weight: 87.08 g/mol
- LUMO energy: 0.53 eV

```
11
Properties=species:S:1:pos:R:3:forces:R:3
O 0.366827 0.305828 1.924784 0.04 0.57 -0.43
C 0.443215 0.743008 0.796789 -0.75 0.08 0.81
H 0.620685 -1.190548 -0.212836 0.12 0.41 0.11
C 0.240185 0.298612 -1.696198 0.28 0.49 -0.65
H -1.745856 -1.608603 0.359088 -0.23 0.01 -0.05
H 0.484063 1.815995 0.551276 -0.14 0.17 0.28
N -0.028628 0.631274 -2.770452 0.11 -0.37 1.14
H -1.190594 -0.467060 1.206882 -0.48 -0.33 -0.03
C 0.711964 -0.114750 -0.375521 1.50 0.29 0.07
H 1.774710 0.235392 -0.170637 0.11 -1.01 -1.55
O -1.676571 -0.649149 0.386824 -0.57 -0.31 0.29
```
Forces are in eV/Å.

=====

Computed, not measured: a structure of composition C4H7NdO3 in a non-equilibrium geometry, with wB97M-V/def2-TZVPD.

- Total charge: +1
- Energy: -25671.0212 eV
- 2S+1: 5
- Energy relative to the best compared isomer or geometry (same formula, charge and spin): 36.76 kJ/mol
- Molecular weight: 247.34 g/mol
- LUMO energy (alpha / beta): -4.49 / -6.89 eV
- Expectation value of S²: 6.015

```
15
Properties=species:S:1:pos:R:3:forces:R:3
C 0.553750 -0.033900 1.307990 0.08 -0.12 0.79
H 0.676477 -1.109183 1.128078 -0.02 0.20 0.04
H 1.788382 -0.737483 -2.772737 -0.19 -0.35 0.27
C -0.848627 0.306261 1.796359 0.56 0.13 1.06
H -0.976818 -0.276183 2.731711 0.12 0.56 -0.12
C 1.092646 -0.536789 -1.944612 0.45 0.68 -0.76
Nd -2.035258 0.009762 -1.209556 -0.52 0.35 1.43
H 2.642034 0.379430 -0.668172 -0.08 0.09 -0.32
O 0.731476 0.654983 0.044601 -1.01 0.48 -1.13
O -1.852663 -0.040019 0.926608 -0.64 -0.11 -2.01
O -0.110282 -0.882195 -2.015808 0.67 -0.22 -0.43
H 1.320838 0.350163 1.991512 -0.20 -0.27 0.01
H -0.883600 1.398021 1.996061 0.03 -0.52 0.23
H -3.675367 0.259091 -2.439227 0.10 -0.15 0.20
C 1.577012 0.258042 -0.872808 0.63 -0.76 0.74
```
Forces are in eV/Å.

=====

Computed, not measured: the molecule C4H7NO in a non-equilibrium geometry, with wB97M-V/def2-TZVPD.

- Energy: -7798.1641 eV
- SMILES string: CC1=NCCO1
- Energy relative to the best compared isomer or geometry (same formula, charge and spin): 142.83 kJ/mol
- Molecular weight: 85.11 g/mol
- LUMO energy: 1.05 eV

```
13
Properties=species:S:1:pos:R:3:forces:R:3
N 0.057367 1.108369 -0.365363 0.17 -0.28 0.25
H 2.311980 -1.120389 -0.444572 -0.09 0.16 0.10
H -2.000950 1.207734 -0.920419 0.08 0.23 -0.02
C -1.378027 0.912179 -0.079144 -0.32 -0.09 -0.17
H -1.406006 -0.997793 -0.995563 0.94 0.61 -0.10
H -2.209887 -1.296392 0.269312 -0.56 0.50 2.05
C -1.411529 -0.608373 0.049854 -0.11 -0.50 -1.78
C 0.639840 0.082017 0.107638 0.07 0.16 -0.05
O -0.150511 -0.902718 0.653460 0.02 -0.20 -0.32
C 2.101014 -0.204181 0.118440 0.01 0.06 0.06
H -1.631281 1.553824 0.779598 -0.13 -0.54 -0.01
H 2.430471 -0.365265 1.148429 0.02 0.02 -0.10
H 2.647521 0.630994 -0.321668 -0.11 -0.11 0.10
```
Forces are in eV/Å.

=====

Computed, not measured: a cluster of 2 separate species, C2H6OS2 in total in a non-equilibrium geometry, with wB97M-V/def2-TZVPD.

- Energy: -25887.9599 eV
- SMILES string: C=CO.SS
- Energy relative to the best compared isomer or geometry (same formula, charge and spin): 71.07 kJ/mol
- Molecular weight: 110.20 g/mol
- LUMO energy: 0.32 eV

```
11
Properties=species:S:1:pos:R:3:forces:R:3
H -1.601120 -1.795492 -2.248817 0.12 -0.05 -0.21
O 0.276265 -1.045551 -2.757264 -0.14 -0.78 0.18
H -0.753865 1.759337 2.846789 0.09 0.09 0.01
H -1.723171 -0.794879 -0.090655 0.02 -0.11 0.13
S 0.219459 0.901470 2.498368 -0.07 -0.13 0.09
C -0.740799 -1.274734 -1.844151 -0.24 1.19 -0.31
H 0.025902 -0.218600 -0.170073 0.00 0.38 -0.23
H 1.104925 -1.369843 -2.395208 0.15 0.12 0.04
C -0.815699 -0.678985 -0.664973 0.07 -0.78 0.32
H 2.364573 2.291138 2.978090 -0.02 0.04 0.01
S 1.643529 2.226139 1.847895 0.01 0.04 -0.01
```
Forces are in eV/Å.

=====

Computed, not measured: a cluster of 2 separate species, C3H3INO2 in total in a non-equilibrium geometry, with wB97M-V/def2-TZVPD.

- Total charge: -1
- Energy: -16844.9775 eV
- Energy relative to the best compared isomer or geometry (same formula, charge and spin): 72.78 kJ/mol
- Molecular weight: 211.97 g/mol
- LUMO energy: 3.32 eV

```
10
Properties=species:S:1:pos:R:3:forces:R:3
O -0.184606 -2.351955 -0.354055 -0.66 0.04 -1.27
O 0.888209 -2.391336 1.684836 -0.29 0.53 -0.62
H -1.160562 1.605256 -2.135695 0.00 -0.31 1.23
H 0.007174 0.867935 1.372533 0.66 -0.44 -0.34
C 0.365095 -2.204929 0.647603 0.80 -0.37 1.73
C 0.488061 0.478228 0.441990 0.01 -0.31 2.34
I 2.694893 0.593727 0.740816 -0.01 0.20 0.11
N 0.100183 1.034138 -0.662754 -0.46 -0.35 -0.84
C -1.098289 1.228339 -1.059058 0.01 1.59 -3.65
H -2.100159 1.140594 -0.676220 -0.07 -0.57 1.30
```
Forces are in eV/Å.